{"formula": "H16NaO8", "method": "ωB97M-V with the def2-TZVPD basis set", "e_lumo_ev": -3.878, "relative_energy_kj_mol": 2108.60, "fmax_ev_per_a": 17.8, "charge": 1, "total_energy_ha": -772.89646, "elements": ["Na", "O", "H", "H", "O", "H", "H", "O", "H", "H", "O", "H", "H", "O", "H", "H", "O", "H", "H", "O", "H", "H", "O", "H", "H"], "coordinates": [[0.34956, 0.27399, -0.34696], [0.07023, -0.44301, -1.84165], [-0.29011, -1.31026, -1.65656], [-0.45492, -0.11582, -2.57200], [-0.04221, -0.81409, 1.81395], [-0.15459, -1.75160, 1.97101], [-0.47856, -0.65705, 0.97660], [1.98265, 0.60385, -0.56020], [2.55794, 1.33422, -0.33251], [2.55201, -0.16535, -0.54030], [0.21661, 1.34048, 1.03261], [0.18679, 2.07231, 0.41635], [1.00715, 1.49440, 1.54991], [-0.73150, -1.07011, -0.04019], [-0.66458, -1.76269, -0.69751], [-1.67116, -0.90731, 0.04209], [-1.11081, 1.11558, -0.74523], [-1.16935, 2.05096, -0.55062], [-1.94417, 0.90552, -1.16667], [1.43693, -1.36301, -0.12777], [0.64900, -1.85155, 0.11037], [2.12732, -2.02491, -0.16600], [-1.56001, 0.72877, 1.39530], [-0.69345, 1.02922, 1.12137], [-2.17076, 1.28746, 0.91460]], "lowdin_charge": [-0.02, -0.02, 0.07, 0.13, -0.02, 0.09, -0.19, -0.01, 0.11, 0.10, 0.15, 0.15, 0.19, -0.08, 0.13, 0.17, -0.04, 0.13, 0.14, -0.04, 0.07, 0.13, -0.05, -0.35, 0.06]}



{"formula": "C24H23N3O5", "method": "ωB97M-V with the def2-TZVPD basis set", "e_lumo_ev": 0.339, "relative_energy_kj_mol": 222.28, "fmax_ev_per_a": 1.2, "charge": 0, "total_energy_ha": -1468.80190, "elements": ["C", "C", "O", "C", "O", "C", "C", "C", "C", "C", "C", "O", "C", "C", "C", "C", "C", "N", "N", "C", "O", "C", "C", "C", "C", "N", "C", "C", "C", "C", "O", "C", "H", "H", "H", "H", "H", "H", "H", "H", "H", "H", "H", "H", "H", "H", "H", "H", "H", "H", "H", "H", "H", "H", "H"], "coordinates": [[6.50616, -0.65936, 0.62214], [5.41296, -0.28372, -0.36787], [4.34737, 0.41751, 0.27242], [3.42195, -0.32675, 0.89531], [3.43223, -1.53426, 0.90650], [2.44651, 0.52283, 1.62534], [2.99298, 1.49538, 2.46852], [2.20742, 2.22936, 3.32898], [0.83912, 1.99498, 3.36621], [0.27572, 1.07092, 2.51734], [1.05775, 0.33252, 1.61921], [0.34200, -0.46558, 0.79983], [0.91410, -1.06116, -0.34097], [-0.17201, -1.42489, -1.31782], [-1.46143, -0.96581, -1.18368], [-2.45733, -1.32751, -2.09797], [-3.80430, -0.82628, -1.95595], [-4.08676, 0.03644, -1.06305], [-5.33411, 0.50383, -0.94690], [-5.72262, 1.42459, -0.00995], [-6.89446, 1.72726, 0.08744], [-4.65697, 1.99291, 0.85256], [-3.38248, 2.32096, 0.39849], [-2.48201, 2.87493, 1.29282], [-2.89341, 3.08763, 2.60038], [-4.10488, 2.78900, 3.03894], [-4.96200, 2.26151, 2.18840], [-2.12114, -2.17313, -3.15110], [-0.82651, -2.63374, -3.30417], [0.16132, -2.26310, -2.39850], [1.46202, -2.64758, -2.46724], [1.85387, -3.54108, -3.48336], [6.88228, 0.22920, 1.12383], [7.32427, -1.14319, 0.09631], [6.11069, -1.34605, 1.36670], [5.00838, -1.18360, -0.84377], [5.78766, 0.40452, -1.12839], [4.06192, 1.64416, 2.44873], [2.65454, 2.96694, 3.97695], [0.21232, 2.54290, 4.05324], [-0.78782, 0.88972, 2.51593], [1.61969, -0.36849, -0.82537], [1.47689, -1.96530, -0.07274], [-1.72054, -0.32665, -0.35619], [-4.56171, -1.20750, -2.65234], [-6.08111, 0.12881, -1.54051], [-3.10516, 2.15763, -0.63116], [-1.48384, 3.14157, 0.98154], [-2.22733, 3.52518, 3.33243], [-5.94582, 2.03216, 2.57531], [-2.87548, -2.47013, -3.86531], [-0.59641, -3.28217, -4.13460], [2.91222, -3.73103, -3.31289], [1.30314, -4.48452, -3.42256], [1.72016, -3.10276, -4.47743]], "lowdin_charge": [-0.06, -0.21, 0.00, -0.47, 0.12, -0.05, -0.02, -0.08, -0.07, 0.00, -0.19, -0.01, -0.12, -0.09, 0.04, -0.21, -0.09, 0.04, 0.05, -0.43, 0.08, -0.12, -0.02, -0.06, -0.15, 0.07, -0.08, -0.03, -0.01, -0.22, -0.08, -0.07, 0.08, 0.08, 0.08, 0.12, 0.12, 0.12, 0.10, 0.10, 0.11, 0.15, 0.13, 0.12, 0.13, 0.16, 0.11, 0.10, 0.10, 0.12, 0.11, 0.10, 0.10, 0.10, 0.10]}



{"formula": "C9H9ClO2", "method": "ωB97M-V with the def2-TZVPD basis set", "e_lumo_ev": -0.315, "relative_energy_kj_mol": 17.46, "fmax_ev_per_a": 3.7, "charge": 0, "total_energy_ha": -958.97848, "elements": ["C", "C", "O", "Cl", "C", "O", "C", "C", "C", "C", "C", "C", "H", "H", "H", "H", "H", "H", "H", "H", "H"], "coordinates": [[-3.20698, 1.09721, 0.43546], [-1.87731, 0.28596, 0.66000], [-1.13096, 0.77968, 1.80196], [-2.34593, -1.43386, 1.26704], [-0.96374, 0.20353, -0.56823], [-1.43539, 0.19831, -1.65866], [0.47878, -0.08428, -0.42067], [1.24769, -0.46137, 0.72954], [2.59610, -0.84844, 0.68499], [3.27469, -0.85165, -0.52403], [2.56577, -0.44511, -1.69925], [1.21682, -0.15590, -1.67203], [-4.14296, 0.60093, 0.74158], [-3.24927, 1.16887, -0.59087], [-3.19093, 2.08156, 0.99393], [-1.71760, 1.01871, 2.47739], [0.86943, -0.34114, 1.67237], [2.96778, -1.26855, 1.56837], [4.29768, -1.10090, -0.52178], [2.91914, -0.36002, -2.69245], [0.82718, -0.08353, -2.68467]], "lowdin_charge": [-0.04, -0.67, -0.08, 0.60, -0.37, 0.13, -0.09, 0.00, -0.07, -0.05, -0.07, -0.02, 0.08, 0.03, 0.11, 0.06, 0.07, 0.09, 0.09, 0.09, 0.12]}



{"formula": "C34H32BrN9NiO4SSe", "method": "ωB97M-V with the def2-TZVPD basis set", "e_lumo_ev": [-0.862, -1.143], "fmax_ev_per_a": 0.9, "charge": 0, "total_energy_ha": -8990.54333, "elements": ["Ni", "O", "C", "C", "C", "N", "C", "Br", "C", "H", "H", "H", "H", "C", "C", "N", "C", "C", "N", "C", "N", "N", "N", "C", "C", "C", "C", "C", "C", "H", "H", "H", "H", "H", "H", "H", "H", "H", "H", "H", "O", "S", "O", "O", "C", "N", "C", "C", "C", "N", "C", "C", "C", "N", "C", "C", "H", "H", "H", "H", "H", "H", "C", "C", "C", "C", "C", "C", "Se", "C", "C", "C", "H", "H", "H", "H", "H", "H", "H", "H", "H", "H", "H"], "coordinates": [[0.49445, 0.70153, -0.67686], [-3.83951, -2.17138, -3.44111], [-2.84990, -1.36305, -3.04267], [-1.61860, -1.30509, -3.70600], [-0.62851, -0.48706, -3.20633], [-0.80744, 0.25344, -2.10757], [-2.00821, 0.23329, -1.56270], [-2.10340, 1.36952, -0.05495], [-3.07508, -0.55047, -1.92224], [-3.52706, -2.76541, -4.13712], [-1.43400, -1.91391, -4.58023], [0.34539, -0.39781, -3.66786], [-4.01112, -0.55385, -1.38843], [1.49655, -2.41222, -1.92796], [0.64964, -2.35395, -0.70898], [0.30037, -1.27550, -0.04306], [-0.33693, -1.70517, 1.10122], [-0.38118, -3.05749, 1.11482], [0.25039, -3.46963, -0.03855], [0.18473, -4.79309, -0.60541], [-1.05979, -5.00931, -1.28841], [-1.20979, -4.61094, -2.56801], [-2.42660, -4.75283, -2.92246], [-3.14168, -5.24843, -1.85574], [-4.49442, -5.59356, -1.74307], [-4.91404, -6.06760, -0.52676], [-4.01839, -6.21029, 0.55864], [-2.68873, -5.88682, 0.45999], [-2.26869, -5.39563, -0.78108], [1.85010, -1.41169, -2.17172], [0.96427, -2.83513, -2.78160], [2.37047, -3.03635, -1.73553], [-0.69809, -1.01126, 1.83936], [-0.78469, -3.75283, 1.82572], [0.28240, -5.53801, 0.18604], [0.99617, -4.92077, -1.31909], [-5.17226, -5.49809, -2.57864], [-5.94896, -6.34440, -0.38572], [-4.39620, -6.59684, 1.49515], [-2.01546, -6.01904, 1.29411], [0.91430, 1.18179, 7.63490], [2.21084, 1.37042, 8.25435], [2.48424, 2.71464, 8.71861], [2.63946, 0.30102, 9.12875], [3.36570, 1.21889, 6.85009], [4.66618, 1.08255, 7.11200], [5.47202, 0.94570, 6.07902], [5.02664, 0.93127, 4.75743], [3.66102, 1.10769, 4.60112], [2.84745, 1.25648, 5.64025], [2.96715, 1.10741, 3.28475], [3.60541, 0.90329, 2.06921], [2.86821, 0.86441, 0.90382], [1.54111, 1.01847, 0.87818], [0.92480, 1.25248, 2.04988], [1.58678, 1.29853, 3.25652], [6.52906, 0.83380, 6.30058], [5.71405, 0.79897, 3.93655], [4.67402, 0.75781, 2.00910], [3.34687, 0.71134, -0.05459], [-0.14714, 1.38498, 2.01450], [1.06010, 1.47281, 4.18547], [-2.11825, 6.98754, -2.71780], [-1.19837, 5.81612, -2.53395], [-0.50892, 5.61909, -1.34837], [0.36001, 4.54664, -1.16606], [1.07371, 4.43109, 0.14634], [0.52884, 3.63219, -2.20832], [1.71546, 2.12263, -2.00884], [-0.13676, 3.82167, -3.42298], [0.06825, 2.90630, -4.59763], [-0.99081, 4.90772, -3.56429], [-2.30823, 7.49353, -1.77243], [-3.07684, 6.67308, -3.13160], [-1.69124, 7.71817, -3.40664], [-0.63916, 6.32340, -0.53545], [1.03822, 5.37899, 0.67954], [2.11492, 4.13593, 0.01113], [0.61369, 3.67988, 0.78710], [-0.15379, 1.86740, -4.34467], [1.10305, 2.92536, -4.94263], [-0.57489, 3.20716, -5.42321], [-1.50332, 5.04843, -4.50896]], "lowdin_charge": [0.08, 0.08, -0.29, 0.02, -0.13, -0.08, -0.68, 0.93, 0.00, 0.11, 0.13, 0.11, 0.13, 0.00, -0.31, 0.07, -0.09, -0.02, 0.00, -0.06, -0.05, 0.07, 0.08, -0.22, 0.00, -0.07, -0.07, -0.01, -0.16, 0.07, 0.08, 0.10, 0.10, 0.12, 0.15, 0.14, 0.12, 0.11, 0.11, 0.11, -0.38, 0.39, -0.35, -0.36, -0.34, 0.13, -0.11, 0.00, -0.23, 0.15, -0.11, 0.02, -0.13, -0.07, -0.13, 0.04, 0.11, 0.10, 0.11, 0.09, 0.07, 0.13, -0.05, -0.27, -0.01, -0.30, -0.07, -0.49, 0.83, -0.30, -0.08, -0.02, 0.07, 0.08, 0.08, 0.12, 0.08, 0.06, 0.06, 0.03, 0.08, 0.08, 0.12]}



Number 3 is which compound? C9H9ClO2